Computed, not measured: an isolated molecule of C3H7OPS, with wB97M-V/def2-TZVPD.

Results
**E_HOMO**: -9.195 eV
**Net charge**: 0
**LUMO level**: 0.149 eV
**SMILES string**: C=C[P@](C)(O)=S
**Gap between HOMO and LUMO**: 9.344 eV

Each line ends with the natural charge from an NBO analysis.
Positions of all 13 atoms, in Å:
1 C -2.292 -0.205 0.572  -0.29
2 C -1.319 0.094 -0.298  -0.58
3 C 1.572 1.109 0.078  -1.04
4 O 1.208 -1.149 -1.629  -0.99
5 P 0.479 -0.282 0.087  1.45
6 S 0.815 -1.461 1.559  -0.53
7 H -3.343 0.061 0.422  0.21
8 H -2.094 -0.668 1.528  0.21
9 H -1.731 0.576 -1.220  0.25
10 H 1.719 1.363 1.192  0.28
11 H 2.546 0.747 -0.369  0.30
12 H 1.079 1.949 -0.538  0.26
13 H 1.362 -2.135 -1.387  0.48

Computed, not measured: a structure of composition C3H7OPS, with wB97M-V/def2-TZVPD.

Results
**E_HOMO**: -9.220 eV
**Net charge**: 0
**LUMO level**: -0.465 eV
**Gap between HOMO and LUMO**: 8.754 eV

Each line ends with the natural charge from an NBO analysis.
Positions of all 13 atoms, in Å:
1 C -1.341 0.097 0.459  -0.31
2 C -0.192 0.738 0.257  -0.22
3 C 0.449 1.183 -1.048  -0.64
4 O 1.906 -1.199 -0.248  -1.04
5 P 0.647 -1.430 0.467  1.45
6 S 0.525 -1.985 2.375  -0.53
7 H -1.779 -0.016 1.455  0.24
8 H -2.059 -0.313 -0.360  0.22
9 H 0.332 0.928 1.080  0.22
10 H 1.353 1.747 -0.793  0.24
11 H -0.270 1.861 -1.559  0.23
12 H 0.639 0.278 -1.519  0.24
13 H -0.210 -1.888 -0.565  -0.08

Computed, not measured: a cluster of 2 separate species, C3H7OS in total, with wB97M-V/def2-TZVPD.

Results
**E_HOMO**: -2.403 eV
**Net charge**: -1
**LUMO level**: 4.050 eV
**Gap between HOMO and LUMO**: 6.453 eV

Each line ends with the natural charge from an NBO analysis.
Positions of all 12 atoms, in Å:
1 C 0.707 1.298 1.896  -0.74
2 S -0.961 0.797 1.390  -0.73
3 H 0.785 2.280 2.378  0.17
4 H 1.100 0.577 2.613  0.18
5 H 1.415 1.391 1.051  0.16
6 O 1.344 -1.725 -1.586  -0.58
7 C 0.516 -0.886 -1.302  0.45
8 C -0.679 -0.522 -2.154  -0.73
9 H 0.764 -0.156 -0.526  0.15
10 H -0.313 -0.047 -3.068  0.22
11 H -1.307 0.191 -1.626  0.26
12 H -1.221 -1.424 -2.442  0.21

Computed, not measured: a cluster of 2 separate species, C3H7P in total, with wB97M-V/def2-TZVPD.

Results
**E_HOMO**: -10.210 eV
**Net charge**: 0
**LUMO level**: 0.599 eV
**SMILES string**: C#P.CC
**Gap between HOMO and LUMO**: 10.809 eV

Each line ends with the natural charge from an NBO analysis.
Positions of all 11 atoms, in Å:
1 C 0.724 -0.942 0.818  -0.61
2 C -0.271 0.124 1.225  -0.62
3 C -0.655 1.339 -2.747  -0.71
4 P -0.859 -0.137 -2.381  0.53
5 H 1.770 -0.694 0.883  0.21
6 H 0.111 1.119 0.828  0.20
7 H -0.215 0.318 2.284  0.21
8 H -1.216 -0.156 0.812  0.21
9 H 0.544 -1.859 1.448  0.20
10 H -0.535 2.278 -3.002  0.18
11 H 0.603 -1.390 -0.168  0.20

Computed, not measured: a cluster of 2 separate species, C3H7PS in total, with wB97M-V/def2-TZVPD.

Results
**E_HOMO (alpha / beta)**: -7.728 / -9.439 eV
**Net charge**: 0
**LUMO level (alpha / beta)**: -0.618 / -0.781 eV
**Gap between HOMO and LUMO (alpha / beta)**: 7.110 / 8.658 eV

Each line ends with the natural charge from an NBO analysis.
Positions of all 12 atoms, in Å:
1 C 0.157 0.167 0.327  -0.43
2 C -0.677 -0.540 -0.738  -0.63
3 C 0.621 1.549 0.090  -0.64
4 P 1.105 -1.119 1.196  0.47
5 S -0.662 -0.261 1.902  -0.06
6 H -1.615 -0.006 -0.864  0.21
7 H -0.827 -1.582 -0.527  0.23
8 H -0.171 -0.496 -1.700  0.20
9 H 1.322 1.929 0.824  0.23
10 H -0.069 2.390 0.227  0.23
11 H 1.130 1.526 -0.793  0.22
12 H -0.313 -3.556 0.056  -0.03

Computed, not measured: a cluster of 3 separate species, C3H7PS in total, with wB97M-V/def2-TZVPD.

Results
**E_HOMO**: -9.750 eV
**Net charge**: 0
**LUMO level**: 0.176 eV
**SMILES string**: C#C.C=P.S
**Gap between HOMO and LUMO**: 9.926 eV

Each line ends with the natural charge from an NBO analysis.
Positions of all 12 atoms, in Å:
1 C -0.542 1.381 0.557  -0.25
2 C 3.569 -0.130 0.160  -0.77
3 C -0.029 1.218 -0.485  -0.25
4 P 2.421 -1.298 -0.087  0.42
5 S -5.252 -0.956 -0.062  -0.29
6 H -1.131 1.697 1.410  0.24
7 H -5.642 -1.177 -1.276  0.13
8 H 4.518 -0.152 -0.336  0.20
9 H 3.661 0.585 0.902  0.20
10 H 0.650 0.944 -1.333  0.25
11 H 1.705 -0.738 0.996  -0.04
12 H -3.930 -1.373 -0.447  0.16

Computed, not measured: a cluster of 2 separate species, C3H7PS2 in total, with wB97M-V/def2-TZVPD.

Results
**E_HOMO (alpha / beta)**: -8.116 / -7.855 eV
**Net charge**: 0
**LUMO level (alpha / beta)**: -0.748 / -0.790 eV
**Gap between HOMO and LUMO (alpha / beta)**: 7.368 / 7.065 eV

Each line ends with the natural charge from an NBO analysis.
Positions of all 13 atoms, in Å:
1 C 1.096 0.447 -0.316  -0.16
2 C -2.246 1.087 -0.337  -0.99
3 C 2.115 -0.513 -0.810  -0.67
4 P -1.721 -0.669 0.098  0.35
5 S 1.134 1.905 0.236  0.19
6 S 3.816 -0.333 0.007  -0.04
7 H -3.217 1.517 -0.069  0.24
8 H -2.364 1.252 -1.381  0.22
9 H -1.500 1.878 -0.169  0.24
10 H 2.250 -0.462 -1.973  0.27
11 H 1.589 -1.527 -0.691  0.27
12 H -2.161 -0.425 1.467  -0.05
13 H 4.052 0.939 -0.407  0.14

Computed, not measured: a structure of composition C3H8AgBrO3S, with wB97M-V/def2-TZVPD.

Results
**E_HOMO (alpha / beta)**: -6.601 / -11.039 eV
**Net charge**: 0
**⟨S²⟩**: 2.0037
**LUMO level (alpha / beta)**: 0.443 / -4.637 eV
**2S+1**: 3
**Gap between HOMO and LUMO (alpha / beta)**: 7.044 / 6.402 eV

Each line ends with the natural charge from an NBO analysis.
Positions of all 17 atoms, in Å:
1 Ag -21.253 3.909 17.628  0.00
2 Br -23.092 2.513 16.092  0.01
3 O -20.830 -0.073 11.306  -0.91
4 S -21.788 0.459 10.313  2.27
5 O -22.010 -0.279 9.053  -0.88
6 O -23.251 0.556 11.135  -0.69
7 C -23.264 1.071 12.402  -0.07
8 C -24.644 1.713 12.671  -0.62
9 C -21.488 2.241 9.945  -0.85
10 H -22.560 1.884 12.576  0.17
11 H -23.086 0.351 13.201  0.18
12 H -24.642 2.698 12.204  0.20
13 H -24.758 1.831 13.749  0.21
14 H -25.401 1.024 12.297  0.22
15 H -20.594 2.426 9.349  0.26
16 H -21.505 2.718 10.924  0.24
17 H -22.266 2.553 9.248  0.25

Computed, not measured: a structure of composition C3H8BNO, with wB97M-V/def2-TZVPD.

Results
**E_HOMO**: -9.224 eV
**Net charge**: 0
**LUMO level**: 0.059 eV
**Gap between HOMO and LUMO**: 9.283 eV

Each line ends with the natural charge from an NBO analysis.
Positions of all 14 atoms, in Å:
1 B 0.481 -0.679 0.026  0.95
2 C -0.837 -1.539 -0.041  -0.74
3 C -1.629 -0.221 -0.247  -0.42
4 C -0.724 1.027 0.089  -0.22
5 N 0.738 0.596 0.223  -0.88
6 O 3.373 0.845 -0.228  -0.94
7 H -0.898 -2.195 -0.816  0.23
8 H -0.882 -2.145 0.824  0.24
9 H -2.092 -0.259 -1.190  0.22
10 H -2.588 -0.403 0.435  0.21
11 H -0.571 1.843 -0.725  0.21
12 H -1.156 1.543 0.950  0.19
13 H 2.826 1.339 0.332  0.49
14 H 3.961 0.248 0.371  0.46

Computed, not measured: an isolated molecule of C3H8BNO, with wB97M-V/def2-TZVPD.

Results
**E_HOMO**: -8.721 eV
**Net charge**: 0
**LUMO level**: 0.807 eV
**Gap between HOMO and LUMO**: 9.529 eV

Each line ends with the natural charge from an NBO analysis.
Positions of all 14 atoms, in Å:
1 B 0.593 -1.070 0.264  0.43
2 C -1.231 0.618 -0.209  -0.27
3 C 2.024 -0.237 -0.433  -0.34
4 C -1.373 -0.874 0.204  -0.56
5 N -0.089 1.288 0.305  -0.32
6 O 0.980 0.347 0.570  -0.39
7 H 0.921 -1.707 1.059  -0.11
8 H -1.717 -0.845 1.222  0.20
9 H -1.108 0.747 -1.359  0.17
10 H -2.244 1.071 0.235  0.22
11 H 2.993 -0.299 0.105  0.21
12 H 2.053 0.365 -1.332  0.19
13 H -1.944 -1.459 -0.363  0.21
14 H 0.142 2.055 -0.269  0.36

Strongest force on any atom (computed, eV/A): 4.4, 4.3, 1.8, 5.1, 3.0, 5.0, 2.2, 3.7, 4.6, 7.8